164
Properties=species:S:1:pos:R:3:lowdin_charge:R:1 method="wB97M-V/def2-TZVPD" energy_ha=-3373.8769 gap_ev=6.74 total_charge=-1 homo_ev=-5.24
C -1.5450 -3.4988 4.0974 -0.157
C -1.9717 -3.7576 2.5072 -0.233
C -3.1245 -4.9349 2.4049 -0.227
C -4.5115 -4.3095 1.7565 -0.221
C -5.4256 -3.5526 2.9347 -0.211
C -6.3007 -2.3514 2.2053 -0.241
C -5.4947 -0.9225 2.0851 -0.218
C -6.3250 -0.0012 0.9713 -0.225
C -5.3616 1.1100 0.2121 -0.210
C -6.1154 1.5221 -1.2096 -0.225
C -5.4715 2.8845 -1.9078 -0.222
C -4.0377 2.4924 -2.6020 -0.211
C -3.8390 3.1362 -4.1285 -0.206
C -3.9106 1.9554 -5.2888 -0.242
C -2.3928 1.5365 -5.8528 -0.302
P -1.8812 -0.2413 -5.3552 0.534
O -1.5882 -1.9799 -5.3049 -0.322
C -2.6483 -2.7021 -6.0579 -0.226
N -3.6809 -3.1282 -6.7447 0.067
O -0.1313 -0.0056 -5.4641 -0.286
C 0.5552 0.2201 -4.1780 -0.261
C 1.7305 -0.8124 -3.6884 -0.107
C 1.2531 -2.3682 -3.4896 -0.078
C 0.3863 -2.6373 -2.1020 -0.213
F 0.8775 -1.7948 -0.9852 -0.001
F -1.0864 -2.5852 -2.3145 0.014
F 0.6939 -4.0614 -1.7153 -0.051
C -0.6437 0.6624 -3.1515 -0.288
O -0.3751 0.8211 -1.7140 -0.145
C 0.8287 1.6251 -1.4521 -0.127
C 0.6874 2.6801 -0.1912 -0.317
C -0.6778 2.4995 0.6983 -0.066
O 0.8704 4.1095 -0.6074 -0.131
O -1.8935 0.0091 -3.6001 -0.251
H -1.8421 -4.4086 4.7988 0.067
H -2.0624 -2.5287 4.5297 0.078
H -0.3671 -3.3923 4.1545 0.075
H -2.4000 -2.7479 2.0365 0.108
H -0.9990 -4.0922 1.9360 0.104
H -2.7154 -5.8364 1.7502 0.109
H -3.3917 -5.3440 3.4797 0.099
H -5.1277 -5.2316 1.3274 0.111
H -4.3345 -3.5534 0.8809 0.109
H -4.7729 -3.1765 3.8319 0.104
H -6.1961 -4.3624 3.3384 0.106
H -6.5396 -2.7153 1.1015 0.106
H -7.3492 -2.2196 2.7560 0.116
H -4.3582 -1.0254 1.8136 0.101
H -5.5353 -0.4043 3.1528 0.113
H -6.7379 -0.7453 0.1416 0.111
H -7.1930 0.5214 1.5865 0.117
H -4.2866 0.6675 0.0219 0.116
H -5.2964 2.0368 0.9360 0.112
H -7.2391 1.7299 -0.9570 0.103
H -6.0046 0.6349 -1.9732 0.117
H -6.2237 3.2977 -2.7360 0.103
H -5.3719 3.7355 -1.0896 0.106
H -3.1707 2.9191 -1.9230 0.101
H -3.9421 1.3099 -2.6015 0.103
H -4.7990 3.8183 -4.3073 0.090
H -2.8519 3.7768 -4.2235 0.100
H -4.4574 1.0345 -4.7661 0.093
H -4.6151 2.2501 -6.1997 0.098
H -1.6059 2.3678 -5.5853 0.073
H -2.4966 1.5605 -7.0404 0.084
H -1.7527 -0.4293 -6.8068 0.017
H -3.2591 -0.6393 -5.4877 0.020
H 1.1435 1.2348 -4.3380 0.137
H 2.5463 -0.8243 -4.5599 0.133
H 2.3054 -0.4937 -2.7204 0.103
H 2.2530 -3.0066 -3.3586 0.112
H 0.7314 -2.8262 -4.4560 0.142
H -0.8450 1.7866 -3.4976 0.149
H 1.6770 0.8514 -1.1248 0.126
H 1.1511 2.2732 -2.3857 0.139
H 1.5970 2.4720 0.5536 0.124
H -1.4929 3.2104 0.2517 0.082
H -0.4237 2.9197 1.7845 0.085
H -1.0151 1.3892 0.8494 0.089
H 1.7033 4.4438 -0.1184 0.103
C 4.5209 1.8326 3.9362 -0.069
C 4.2939 1.9566 2.4380 -0.486
C 5.5659 2.3737 1.7174 -0.057
O 3.2742 2.9218 2.1932 -0.065
H 4.8305 2.7917 4.3664 0.070
H 3.5940 1.5438 4.4432 0.084
H 5.2893 1.0857 4.1586 0.079
H 3.9416 0.9993 2.0386 0.145
H 5.9126 3.3521 2.0689 0.064
H 5.3845 2.4711 0.6416 0.084
H 6.3656 1.6431 1.8732 0.082
H 3.5782 3.7751 2.5446 0.097
C 3.9769 2.6039 8.9926 -0.061
C 4.5421 2.4697 7.5877 -0.495
C 5.6164 1.3958 7.5227 -0.055
O 5.0967 3.7178 7.1804 -0.074
H 4.7590 2.8927 9.7038 0.082
H 3.2137 3.3887 9.0270 0.083
H 3.5285 1.6641 9.3293 0.081
H 3.7351 2.2258 6.8881 0.131
H 6.4567 1.6418 8.1817 0.085
H 6.0228 1.3188 6.5085 0.062
H 5.2171 0.4198 7.8152 0.083
H 5.8141 3.9424 7.7960 0.093
C -6.8549 -5.9075 -7.1372 -0.071
C -6.2898 -6.0417 -8.5422 -0.511
C -5.2155 -7.1155 -8.6072 -0.074
O -5.7352 -4.7936 -8.9495 -0.071
H -6.0728 -5.6186 -6.4261 0.081
H -7.6182 -5.1226 -7.1029 0.079
H -7.3034 -6.8472 -6.8005 0.072
H -7.0967 -6.2855 -9.2418 0.132
H -4.3752 -6.8696 -7.9482 0.083
H -4.8091 -7.1925 -9.6214 0.076
H -5.6147 -8.0916 -8.3147 0.073
H -5.0178 -4.5690 -8.3339 0.047
C -1.4634 -2.9580 9.1801 -0.069
C -0.8983 -3.0922 7.7751 -0.511
C 0.1760 -4.1661 7.7101 -0.067
O -0.3437 -1.8441 7.3678 -0.062
H -0.6813 -2.6692 9.8912 0.079
H -2.2267 -2.1732 9.2144 0.081
H -1.9119 -3.8978 9.5168 0.079
H -1.7053 -3.3361 7.0755 0.121
H 1.0163 -3.9201 8.3691 0.079
H 0.5824 -4.2431 6.6959 0.074
H -0.2232 -5.1421 8.0026 0.080
H 0.3737 -1.6195 7.9834 0.089
C 3.1712 -6.1018 -6.4695 -0.064
C 3.8504 -5.0850 -5.5661 -0.491
C 4.8814 -5.7457 -4.6650 -0.068
O 2.8681 -4.4360 -4.7631 -0.086
H 2.6405 -6.8576 -5.8794 0.082
H 2.4231 -5.6141 -7.1036 0.085
H 3.8987 -6.6077 -7.1117 0.077
H 4.3348 -4.3155 -6.1771 0.142
H 4.4115 -6.4888 -4.0109 0.081
H 5.3534 -5.0039 -4.0118 0.080
H 5.6603 -6.2408 -5.2531 0.077
H 2.4327 -5.1116 -4.2172 0.100
C 0.8417 8.5671 -2.0067 -0.065
C 2.2453 8.0946 -1.6632 -0.503
C 3.1354 8.0600 -2.8952 -0.069
O 2.1782 6.7905 -1.0923 -0.071
H 0.3650 7.8903 -2.7248 0.086
H 0.2088 8.5752 -1.1127 0.081
H 0.8576 9.5745 -2.4338 0.077
H 2.6836 8.7595 -0.9109 0.137
H 2.7402 7.3652 -3.6448 0.084
H 4.1389 7.7064 -2.6351 0.078
H 3.2203 9.0523 -3.3489 0.077
H 1.7901 6.1933 -1.7532 0.082
C 7.5074 5.6445 3.8072 -0.061
C 8.2412 4.9747 4.9579 -0.492
C 8.4508 3.4923 4.6937 -0.058
O 7.4890 5.1390 6.1572 -0.067
H 6.5145 5.2030 3.6656 0.067
H 7.3527 6.7084 4.0166 0.082
H 8.0684 5.5494 2.8724 0.082
H 9.2105 5.4622 5.1098 0.138
H 7.4913 2.9744 4.5836 0.063
H 8.9691 3.0208 5.5356 0.081
H 9.0402 3.3326 3.7856 0.081
H 6.6266 4.7093 6.0316 0.056